No. 1
Computed, not measured: 3 unconnected molecules or ions with the total composition C15H15N3, with the ωB97M-V functional and the def2-TZVPD basis.

Positions of all 33 atoms, in Å:
C 16.112000 39.574000 39.053000
C 14.792000 40.065000 38.742000
C 13.951000 40.346000 39.847000
N 14.443000 40.322000 41.110000
C 15.666000 39.796000 41.427000
C 16.461000 39.394000 40.372000
H 16.710000 39.248000 38.148000
H 14.336000 40.077000 37.718000
H 12.910000 40.640000 39.864000
H 16.189000 39.731000 42.346000
H 17.335000 38.782000 40.358000
C 15.828000 37.900000 35.192000
C 16.984000 37.239000 35.739000
C 18.128000 38.033000 36.011000
N 18.103000 39.410000 35.929000
C 16.950000 40.049000 35.628000
C 15.768000 39.288000 35.125000
H 14.892000 37.271000 35.027000
H 17.061000 36.060000 35.864000
H 19.008000 37.433000 36.230000
H 16.871000 41.340000 35.668000
H 14.830000 39.715000 34.555000
C 20.554000 38.451000 41.024000
C 20.116000 38.879000 39.701000
C 20.212000 40.192000 39.441000
N 20.621000 41.119000 40.358000
C 20.900000 40.708000 41.562000
C 20.996000 39.363000 41.915000
H 20.663000 37.481000 41.212000
H 19.886000 38.109000 38.945000
H 20.001000 40.448000 38.459000
H 21.095000 41.480000 42.260000
H 21.203000 38.954000 42.889000

Force components x, y, z for each atom (eV/Å):
-2.79 0.58 -2.53
-0.30 -0.59 0.67
2.39 -0.16 0.96
0.64 -0.70 1.42
-1.13 0.84 -3.47
0.61 -0.82 -1.76
-0.38 0.36 1.60
0.88 0.11 0.97
0.00 0.05 -0.73
-0.87 0.28 1.54
0.94 0.03 1.38
-0.25 -1.33 1.43
0.31 -0.39 -0.38
-2.44 0.03 -0.98
-1.03 -0.33 0.52
-1.22 0.76 -1.38
0.49 1.03 -0.42
1.43 1.00 -0.25
-0.35 2.82 -0.32
0.42 0.97 0.20
0.57 -4.21 -0.09
2.12 -0.33 1.68
-0.66 3.25 -3.69
1.04 -2.50 2.34
0.74 0.53 1.36
-1.03 -0.10 -1.42
0.40 -0.30 0.00
-1.00 -0.19 0.58
0.05 -3.98 0.85
-0.13 0.70 0.41
-0.36 1.36 -1.64
0.39 0.62 0.74
0.51 0.60 0.40

The energy is -20264.8022 eV. The LUMO energy is 0.553 eV. The SMILES is c1ccncc1.c1ccncc1.c1ccncc1.

Mulliken population analysis, charges in e, atoms 1 to 8:
1. C 0.624
2. C -0.320
3. C -0.386
4. N -0.569
5. C -0.360
6. C -0.342
7. H -0.075
8. H 0.270

=====

No. 2
Computed, not measured: 6 unconnected molecules or ions with the total composition C23H50BrNO7P, with the ωB97M-V functional and the def2-TZVPD basis.

Positions of all 83 atoms, in Å:
C -3.196971 -1.604832 -4.164040
P -1.754061 -1.973366 -5.359439
C -1.619439 -3.887957 -5.692479
C -0.048580 -1.509686 -4.636498
C 0.721108 -2.246041 -3.389499
N 2.124942 -1.796596 -2.932616
Br 2.898279 -2.801893 -1.503353
C 2.895459 -0.649814 -3.584097
C 2.266909 0.203659 -4.842297
C 0.752478 -0.250554 -5.365942
C 0.095635 0.566967 -6.651811
O -1.161703 1.045099 -6.689344
O 0.923220 0.833698 -7.875039
H -3.162409 -0.545962 -3.660711
H -3.359364 -2.475339 -3.367779
H -4.189747 -1.613226 -4.825782
H -2.430813 -4.110579 -6.508034
H -1.822730 -4.407889 -4.663388
H -0.507242 -4.068336 -6.066798
H 0.212679 -3.160941 -2.850116
H 3.994776 -0.349037 -3.229639
H 2.874430 1.086091 -5.368185
H 0.751089 1.820182 -8.079696
C 5.486582 2.271880 -1.297546
C 4.716953 1.226016 -0.506670
C 4.804567 1.486599 0.988672
O 5.245951 -0.066114 -0.792646
H 6.550097 2.258402 -1.033820
H 5.424974 2.064616 -2.371291
H 5.093128 3.276069 -1.111377
H 3.667079 1.226905 -0.819511
H 5.843957 1.445314 1.333398
H 4.256508 0.719192 1.545749
H 4.390721 2.467162 1.243364
H 6.177978 -0.076161 -0.518067
C -2.422831 3.595994 -3.308871
C -1.718022 4.624209 -4.179310
C -2.627277 5.127570 -5.289043
O -0.552583 4.037949 -4.753132
H -2.720060 2.721304 -3.898251
H -1.752487 3.233545 -2.522136
H -3.315706 4.021217 -2.840019
H -1.390371 5.467211 -3.561169
H -2.931770 4.307106 -5.948587
H -2.102796 5.857591 -5.914828
H -3.526210 5.598650 -4.879602
H -0.833934 3.288428 -5.303795
C 0.011155 -5.328778 2.060105
C -0.572182 -4.424482 0.986042
C 0.177889 -3.104432 0.905511
O -1.944346 -4.171017 1.276113
H -0.061222 -4.860696 3.048265
H -0.546294 -6.270006 2.115081
H 1.062447 -5.555518 1.857042
H -0.530533 -4.931235 0.015695
H 0.111429 -2.557539 1.852804
H -0.260612 -2.458968 0.136935
H 1.234089 -3.264465 0.667873
H -1.990992 -3.721128 2.136110
C 1.265197 0.167694 4.051854
C 0.495569 -0.878169 4.842730
C 0.583181 -0.617587 6.338072
O 1.024566 -2.170300 4.556753
H 2.328712 0.154216 4.315580
H 1.203590 -0.039570 2.978109
H 0.871743 1.171884 4.238023
H -0.554305 -0.877280 4.529889
H 1.622572 -0.658872 6.682798
H 0.035124 -1.384993 6.895150
H 0.169337 0.362976 6.592764
H 1.956594 -2.180346 4.831333
C -4.295170 0.680733 7.631206
C -2.921097 1.327336 7.557233
C -3.013927 2.840716 7.669882
O -2.303022 0.982907 6.320070
H -4.933925 1.022580 6.809057
H -4.213966 -0.407429 7.536389
H -4.790669 0.913884 8.578826
H -2.286740 0.936723 8.360427
H -3.607325 3.259095 6.849083
H -2.018824 3.293334 7.602628
H -3.470988 3.138602 8.618565
H -2.859447 1.325829 5.601067

Force components x, y, z for each atom (eV/Å):
-1.41 -0.83 0.95
0.07 0.02 -1.07
0.29 0.47 1.08
4.36 1.46 2.15
1.05 3.04 -2.51
-1.91 1.86 -3.30
-0.29 0.93 -1.19
-2.70 0.38 -2.25
-2.50 -3.64 1.81
2.15 -1.35 2.02
-5.34 2.93 -1.99
8.27 -3.18 1.13
-1.57 0.81 3.99
0.25 -2.16 -0.99
0.43 2.06 -1.45
2.34 0.01 1.17
1.73 0.24 1.69
0.36 0.43 -2.24
-2.56 0.22 0.69
1.44 2.08 -0.98
-2.72 -1.16 -0.33
-1.47 -2.26 1.43
-0.05 -2.20 0.31
-0.11 0.14 -0.25
0.62 0.42 0.39
-0.28 -0.07 0.23
-0.01 -0.44 -0.30
-0.14 0.02 0.10
-0.04 0.07 0.10
0.10 -0.11 -0.05
0.09 -0.20 -0.01
-0.05 0.11 -0.14
0.00 0.14 -0.11
0.08 -0.12 0.00
-0.39 0.02 -0.11
0.02 -0.05 0.37
-0.48 -0.37 -0.30
-0.01 0.32 -0.13
0.44 -0.21 -0.11
-0.06 0.15 -0.09
-0.08 0.14 -0.05
0.09 -0.10 -0.05
0.17 -0.18 -0.15
-0.03 -0.02 0.17
-0.08 -0.06 0.17
0.08 -0.06 -0.09
-0.06 0.32 0.22
0.03 -0.34 0.02
0.08 0.25 0.72
0.07 0.20 -0.16
-0.17 0.09 -0.13
0.11 0.11 -0.16
0.11 0.13 -0.11
-0.08 0.00 0.08
-0.25 0.02 0.08
0.12 -0.18 0.00
0.04 -0.08 -0.03
-0.16 0.04 0.18
0.06 -0.23 -0.33
-0.09 0.16 -0.30
0.52 0.30 0.40
-0.23 0.04 0.26
0.11 -0.38 -0.26
-0.10 0.02 0.13
-0.07 0.03 0.09
0.08 -0.10 -0.01
0.16 -0.18 0.02
0.01 0.06 -0.15
0.00 0.15 -0.13
0.03 -0.18 -0.03
-0.44 0.03 -0.06
-0.07 -0.33 0.16
-0.58 0.34 -0.23
0.24 0.21 0.17
0.20 -0.11 -0.36
0.06 0.13 0.10
0.03 0.16 0.09
0.01 -0.03 -0.14
0.06 -0.03 -0.27
-0.08 -0.12 0.10
-0.12 -0.10 0.08
0.04 0.01 -0.13
0.19 -0.12 0.38

The energy is -119798.3921 eV. The LUMO energy is -5.404 eV. Its total charge is +1.

Mulliken population analysis, charges in e, atoms 1 to 8:
1. C -0.868
2. P 0.291
3. C -0.923
4. C -0.122
5. C 0.027
6. N -0.055
7. Br 0.161
8. C -0.028

=====

No. 3
Computed, not measured: a molecular structure, C19H20ClF17LuNO3P, with the ωB97M-V functional and the def2-TZVPD basis.

Positions of all 63 atoms, in Å:
C -0.559067 -5.812741 0.909369
C -1.575386 -4.780698 0.619807
C -2.758776 -4.624370 1.481948
C -1.445240 -3.899841 -0.508207
C -0.172912 -3.416256 -1.044169
C -0.275934 -2.725747 -2.415400
C -0.511657 -1.209211 -2.436047
C -1.904192 -0.867021 -1.859246
C 0.606787 -0.403617 -1.715761
C 0.561228 1.006498 -2.326602
N 1.020862 2.116037 -1.449555
C 2.237987 1.935010 -0.793593
O 2.436251 1.996113 0.362328
O 3.344410 1.648484 -1.641114
P 4.371026 0.562389 -1.091743
O 5.404547 0.480753 -2.273211
Cl 5.641957 1.736964 0.447896
C 0.923710 3.426290 -2.084714
F 0.039922 3.386856 -3.067663
F 2.122934 3.768038 -2.625220
C 0.590224 4.574038 -1.082237
F 0.389747 5.652507 -1.848221
F 1.698610 4.782432 -0.350424
C -0.711430 4.386925 -0.181851
F -1.377650 5.529018 -0.237988
F -1.481317 3.428443 -0.765828
C -0.563700 4.021185 1.366537
F -1.432767 4.793194 2.029749
F 0.667212 4.286269 1.828619
C -0.934465 2.557103 1.781484
F -0.391360 1.642746 0.938563
F -2.264340 2.411963 1.761056
C -0.405391 2.206684 3.208335
F 0.915415 1.911281 3.110867
F -0.550829 3.240419 4.030233
C -1.085196 0.991905 3.921097
F -0.313289 0.741591 4.999141
F -2.303917 1.304386 4.326399
C -1.155991 -0.356089 3.158944
F -2.000051 -0.319367 2.137046
F 0.057888 -0.715519 2.687889
F -1.557368 -1.304335 3.995770
H -0.734868 -6.277387 1.878823
H 0.439786 -5.353939 0.921896
H -0.556073 -6.593863 0.134186
H -3.583433 -5.200901 1.012418
H -3.084364 -3.585709 1.588537
H -2.586223 -5.069727 2.462093
H -2.381983 -3.598229 -0.981746
H 0.372426 -2.821606 -0.288917
H 0.457056 -4.328656 -1.138204
H 0.611389 -2.988405 -2.999594
H -1.124850 -3.202309 -2.919162
H -0.497953 -0.903594 -3.486276
H -2.340976 -0.012620 -2.379359
H -2.614357 -1.684562 -2.009623
H -1.838041 -0.618406 -0.797847
H 0.425325 -0.360590 -0.636527
H 1.555677 -0.913902 -1.934065
H -0.491628 1.211640 -2.517124
H 1.087852 1.027345 -3.285578
H 6.185707 1.061617 -2.288410
Lu 5.401034 0.123092 2.360195

Force components x, y, z for each atom (eV/Å):
-0.27 0.19 0.36
0.04 0.00 0.02
0.36 -0.06 0.20
0.28 -0.08 0.36
-0.37 -0.05 -0.50
-0.26 -0.15 -0.03
-0.12 -0.08 0.61
0.25 0.12 -0.23
-0.21 0.01 -0.62
-0.05 -0.18 -0.02
0.29 0.02 -0.47
-0.42 0.14 -0.84
0.25 -0.15 1.35
0.00 -0.18 -0.03
-0.35 -0.91 -0.86
0.19 0.30 0.78
0.37 0.33 0.35
0.19 0.18 0.41
-0.24 -0.03 0.07
-0.07 -0.04 -0.10
-0.28 0.25 -0.33
0.02 -0.06 0.14
0.01 -0.09 0.15
0.14 -0.22 0.00
-0.01 0.10 0.03
0.07 -0.02 0.03
-0.35 0.05 0.08
0.08 0.03 -0.08
0.13 -0.04 -0.10
0.09 -0.01 0.07
-0.04 0.03 -0.04
0.03 0.03 -0.06
0.04 -0.14 -0.08
-0.03 0.02 -0.08
-0.07 0.12 0.07
0.51 -0.22 0.08
0.00 0.03 0.05
-0.36 0.15 -0.07
0.14 -0.13 0.21
-0.13 0.03 -0.29
-0.07 0.08 -0.05
-0.02 -0.03 -0.01
-0.05 -0.05 -0.14
0.01 -0.05 -0.23
0.10 0.11 -0.04
0.01 0.12 -0.07
-0.17 -0.08 -0.19
-0.07 0.02 -0.07
0.08 0.03 0.01
0.01 -0.06 0.09
0.01 0.06 0.18
0.03 0.06 0.13
0.21 0.08 -0.22
0.05 -0.20 0.00
0.00 0.01 0.17
0.01 0.09 0.01
-0.15 -0.07 0.05
0.07 -0.06 -0.03
0.07 0.24 0.25
0.17 0.25 -0.02
-0.03 -0.07 0.04
-0.10 -0.04 -0.44
-0.04 0.27 -0.03

The energy is -129256.2546 eV. The LUMO energy is -13.989 eV. Its total charge is +3.

Mulliken population analysis, charges in e, atoms 1 to 8:
1. C -1.313
2. C 0.623
3. C -1.388
4. C -0.015
5. C -0.464
6. C -2.035
7. C 0.460
8. C -1.818

=====

Which formula does entry 1 have? C15H15N3

=====

Which value of energy does entry 2 give? -119798.3921 eV